1.
ORCA calculation (the ωB97M-V functional and the def2-TZVPD basis) on a 35-piece molecular cluster, H70O35 overall at a distorted geometry.

The geometry in XYZ format:
```
105
Properties=species:S:1:pos:R:3:forces:R:3:lowdin_charge:R:1
O -2.200 -2.852 -0.986 -0.39 0.40 -1.07 -0.052
H -2.011 -2.904 -0.049 0.28 0.10 1.11 0.001
H -2.010 -3.729 -1.319 0.39 -0.52 -0.19 0.040
O -5.787 -0.486 -0.758 -0.91 0.09 -0.62 -0.083
H -4.944 -0.164 -0.438 0.47 0.37 0.25 -0.043
H -5.751 -1.433 -0.617 -0.08 -0.27 0.12 -0.031
O -1.454 2.835 2.678 0.87 -0.32 0.75 -0.028
H -1.853 3.066 3.517 -0.05 0.22 0.23 0.065
H -2.186 2.815 2.061 -0.54 0.19 -0.55 -0.007
O 2.543 -0.510 -4.392 0.01 -0.80 0.39 -0.037
H 1.914 -0.507 -5.114 -0.07 -0.05 -0.19 0.046
H 2.712 0.416 -4.217 0.23 0.60 -0.24 -0.001
O -2.884 -1.134 -3.112 0.18 0.44 -0.77 -0.048
H -2.719 -1.602 -2.293 0.15 -0.43 0.73 -0.012
H -3.776 -1.380 -3.354 -0.31 0.05 0.05 0.053
O 1.326 -4.103 4.546 0.38 -0.24 0.02 -0.050
H 0.996 -3.314 4.117 -0.24 0.39 -0.16 -0.002
H 0.610 -4.385 5.115 -0.14 -0.10 0.12 0.035
O 4.529 0.076 3.628 0.58 -0.55 0.48 -0.046
H 4.133 0.298 2.785 -0.39 -0.02 -0.46 -0.028
H 5.399 0.474 3.596 0.20 0.22 0.31 0.058
O -5.251 2.823 -1.599 -0.64 -0.03 -0.24 -0.040
H -5.166 3.776 -1.577 0.02 0.22 -0.05 0.031
H -4.359 2.499 -1.472 0.21 -0.21 0.18 -0.027
O -2.939 2.037 -4.186 0.22 0.20 -0.39 -0.021
H -3.087 2.393 -5.062 -0.37 0.35 -0.22 0.079
H -3.647 1.406 -4.060 -0.28 -0.47 0.38 0.081
O 1.207 -2.024 0.575 -0.06 0.15 0.54 -0.027
H 2.014 -2.276 1.025 0.17 -0.32 0.80 0.032
H 1.466 -1.922 -0.341 -0.19 -0.08 -1.05 0.009
O -4.849 -2.983 -0.278 -0.67 -0.32 0.33 -0.048
H -4.882 -3.925 -0.110 -0.12 -0.20 0.08 0.052
H -3.998 -2.844 -0.695 0.72 0.10 -0.20 -0.011
O 0.011 0.454 0.369 -0.02 0.59 0.26 -0.040
H 0.265 -0.439 0.601 0.39 -0.56 -0.12 -0.002
H -0.379 0.374 -0.502 -0.25 -0.03 -0.76 0.017
O -3.057 -0.542 2.657 -0.30 0.51 -0.10 -0.037
H -3.569 -1.315 2.420 -0.25 -0.20 -0.14 0.044
H -2.267 -0.894 3.068 0.20 -0.17 0.17 -0.021
O 1.848 -2.028 -2.098 0.21 -0.23 0.66 -0.039
H 1.812 -1.184 -2.547 -0.20 0.57 -0.64 0.025
H 1.267 -2.595 -2.606 -0.17 -0.30 -0.07 0.088
O 2.704 3.009 -1.930 -0.01 -0.01 0.44 -0.026
H 2.924 2.695 -2.807 -0.16 0.06 -0.62 0.000
H 3.370 2.622 -1.362 0.15 0.06 0.38 0.045
O 5.464 -2.424 0.990 0.25 -0.57 0.64 -0.043
H 4.918 -2.031 0.309 -0.14 0.31 -0.80 -0.033
H 5.787 -1.680 1.498 0.10 0.06 0.39 0.039
O -3.406 0.502 -0.002 0.40 -0.25 -0.74 -0.038
H -2.843 -0.022 0.567 0.09 -0.23 0.60 0.022
H -3.316 1.396 0.328 -0.24 0.41 0.35 0.008
O 1.822 -5.577 0.801 -0.63 -0.39 -0.64 -0.046
H 2.621 -5.529 0.276 0.26 -0.03 0.01 0.040
H 1.842 -4.787 1.341 0.29 0.27 0.53 -0.007
O 2.337 2.200 -4.545 0.74 0.05 0.11 -0.043
H 2.355 2.614 -5.408 0.14 0.18 -0.19 0.080
H 1.434 1.899 -4.442 -0.78 0.20 -0.01 0.005
O -2.524 2.918 -1.623 0.13 0.39 0.07 -0.058
H -2.598 2.667 -2.544 -0.24 -0.05 -0.50 0.012
H -1.605 2.765 -1.406 0.80 -0.09 0.33 0.027
O -1.471 5.683 -0.612 -0.16 0.42 0.11 -0.042
H -1.088 4.811 -0.713 0.34 -0.39 0.07 -0.026
H -2.111 5.747 -1.321 -0.13 0.01 -0.16 0.023
O -0.328 1.619 -4.800 0.76 0.23 -0.76 -0.025
H -1.094 2.167 -4.628 -0.43 0.13 0.34 0.042
H -0.639 0.957 -5.417 -0.14 -0.29 -0.18 0.091
O 3.844 0.662 1.190 -0.15 0.00 -0.45 -0.026
H 4.793 0.713 1.078 0.31 0.24 -0.29 0.080
H 3.558 0.028 0.532 -0.11 -0.33 -0.43 0.042
O 0.237 3.192 -0.472 -0.92 0.38 -0.16 -0.029
H 1.042 3.184 -0.990 0.63 0.11 -0.44 0.016
H 0.192 2.317 -0.086 0.09 -0.43 0.55 0.010
O -0.495 -5.269 -1.156 -0.49 0.25 -0.58 -0.047
H 0.221 -4.878 -0.657 0.38 -0.06 0.49 0.004
H -0.522 -6.180 -0.864 0.07 -0.18 0.15 0.046
O 2.582 2.798 2.199 0.16 0.23 0.24 -0.035
H 2.677 2.002 1.677 0.08 -0.09 -0.19 -0.004
H 2.048 2.532 2.948 -0.33 -0.07 0.38 0.048
O -0.787 -1.786 3.978 -0.35 -1.82 0.65 -0.061
H -0.513 -0.912 3.700 0.64 1.62 -0.26 -0.027
H -0.971 -1.694 4.912 -0.06 -0.04 0.29 0.080
O -0.099 0.542 3.175 0.98 -1.03 0.47 -0.025
H -0.602 1.353 3.105 -0.75 1.00 -0.33 0.010
H 0.112 0.312 2.270 -0.10 0.43 -0.29 0.014
O -3.371 3.253 0.896 -0.31 -0.12 0.35 -0.029
H -4.103 3.852 1.043 -0.24 0.02 0.24 0.086
H -3.108 3.413 -0.010 0.30 0.20 -0.58 0.000
O 1.116 5.122 1.773 -0.10 0.83 0.20 -0.068
H 1.716 4.416 2.014 0.19 -0.31 -0.16 -0.031
H 0.564 4.744 1.089 -0.16 -0.19 -0.13 -0.018
O -1.336 -2.705 1.535 -0.42 -0.34 -0.53 -0.041
H -1.346 -2.776 2.490 -0.07 0.02 0.49 0.024
H -0.463 -2.372 1.329 0.54 -0.07 -0.19 0.000
O 3.143 -3.568 2.245 -0.67 0.17 -0.22 -0.046
H 3.550 -3.763 3.089 -0.13 -0.09 0.39 0.065
H 3.854 -3.214 1.711 0.92 0.15 -0.12 0.001
O 2.550 0.742 5.329 -0.71 0.38 0.49 -0.064
H 2.698 -0.126 5.704 0.09 -0.16 0.00 0.026
H 3.014 0.725 4.493 0.40 -0.10 0.03 -0.030
O -0.409 0.323 -2.544 0.51 -0.42 1.14 -0.035
H -1.287 -0.042 -2.660 -0.64 -0.28 -0.14 0.005
H -0.256 0.835 -3.338 -0.01 0.20 -0.20 -0.029
O 4.261 -1.268 -1.065 0.20 0.53 0.31 -0.025
H 4.868 -1.349 -1.800 0.28 0.02 -0.21 0.086
H 3.443 -1.648 -1.386 -0.69 -0.49 -0.48 0.009
```
Positions in Å, forces in eV/Å.

Results
M	630.53	g/mol
2S+1	1
LUMO energy	-0.8	eV
ΔE to the lowest compared entry with this formula, charge and spin	3.2125	eV

2.
ORCA calculation (the ωB97M-V functional and the def2-TZVPD basis) on a 37-piece molecular cluster, H74O37 overall at a distorted geometry.

The geometry in XYZ format:
```
111
Properties=species:S:1:pos:R:3:forces:R:3:lowdin_charge:R:1
O 2.720 2.278 -4.540 -0.15 0.46 -0.55 -0.060
H 2.028 1.647 -4.341 -0.28 -0.52 0.02 -0.012
H 3.091 2.504 -3.687 0.17 0.01 0.20 -0.026
O 0.070 -2.265 0.949 0.46 0.39 -0.69 -0.053
H -0.475 -2.662 1.629 -0.74 -0.25 0.60 0.014
H 0.452 -3.008 0.482 0.19 -0.30 -0.41 0.038
O -0.977 -1.423 -2.488 0.32 -0.25 0.31 -0.042
H -0.925 -1.196 -1.560 0.25 -0.01 0.22 0.036
H -1.914 -1.418 -2.684 -0.73 0.17 -0.08 0.000
O 3.395 -2.325 -3.094 -0.30 -1.00 -0.43 -0.061
H 3.058 -1.429 -3.121 0.00 0.50 0.02 -0.014
H 4.064 -2.310 -2.410 0.52 0.05 0.32 -0.012
O -1.006 1.176 3.934 0.10 -0.12 0.85 -0.047
H -1.216 1.470 3.048 -0.41 0.45 -1.06 0.008
H -0.960 1.981 4.449 -0.14 0.13 0.40 0.089
O -3.905 -1.551 -0.060 -0.21 0.89 -0.66 -0.042
H -4.081 -1.895 0.815 -0.27 -0.44 0.73 0.012
H -4.136 -2.268 -0.651 0.23 -0.63 -0.18 0.051
O 5.790 1.480 1.547 -0.10 0.31 0.15 -0.038
H 5.681 0.560 1.788 0.01 -0.29 0.17 0.031
H 5.700 1.489 0.594 -0.04 -0.01 -0.33 0.022
O 2.029 1.651 0.616 0.20 -0.50 -0.45 -0.024
H 1.887 1.887 1.533 -0.19 0.31 0.81 -0.007
H 2.507 2.395 0.249 0.12 0.36 -0.31 0.018
O -1.312 1.885 -1.646 -0.75 0.71 -0.33 -0.050
H -2.162 1.447 -1.603 -0.67 -0.08 0.28 0.027
H -0.723 1.315 -1.151 0.79 -0.84 0.32 0.005
O -0.659 5.561 0.361 -0.40 -0.20 0.64 -0.050
H -0.832 5.166 -0.494 0.09 0.00 -0.51 -0.004
H 0.267 5.802 0.331 0.37 0.09 -0.23 0.014
O -1.172 -3.321 3.219 -0.12 -0.32 -0.46 -0.037
H -1.251 -2.699 3.943 -0.01 0.73 0.57 0.013
H -0.365 -3.803 3.404 0.33 -0.39 0.16 0.069
O -3.685 -4.586 -0.199 -0.12 0.07 -0.93 -0.049
H -3.562 -4.048 0.583 0.14 0.01 0.68 -0.028
H -4.368 -5.211 0.045 -0.12 -0.17 0.08 0.039
O 3.407 0.086 3.954 0.42 -0.11 0.23 -0.041
H 2.473 -0.116 4.007 -0.32 -0.19 -0.17 -0.017
H 3.490 0.635 3.174 0.03 0.27 -0.20 0.006
O -1.965 2.279 -4.338 -0.59 0.31 -0.52 -0.052
H -1.811 1.872 -3.486 0.47 -0.14 0.34 -0.022
H -1.201 2.037 -4.862 0.32 -0.11 -0.06 0.022
O 1.262 -3.931 -2.228 -0.63 -0.61 0.93 -0.041
H 0.542 -3.477 -2.664 -0.08 0.04 -0.43 0.001
H 1.961 -3.279 -2.176 0.88 0.39 -0.46 0.002
O -1.660 -1.218 5.080 0.02 -0.68 0.23 -0.031
H -2.430 -1.146 5.645 -0.21 -0.14 0.20 0.064
H -1.628 -0.384 4.611 -0.03 0.60 -0.20 -0.013
O -1.755 2.179 1.501 0.62 -0.58 0.46 -0.028
H -1.199 2.775 1.000 0.33 0.28 -0.33 0.066
H -2.610 2.608 1.523 -0.61 0.66 0.04 0.027
O -4.124 1.150 -1.003 0.23 0.59 -0.10 -0.028
H -4.238 0.277 -0.626 0.11 -0.90 0.38 0.011
H -4.839 1.234 -1.633 -0.16 0.20 -0.25 0.072
O 1.474 2.401 3.131 0.33 0.28 0.02 -0.022
H 0.884 3.135 3.306 -0.05 0.36 -0.09 0.065
H 1.031 1.642 3.509 -0.16 -0.50 0.18 0.014
O 2.706 0.088 -2.381 -0.52 0.10 0.17 -0.025
H 2.120 0.071 -1.624 -0.44 -0.21 0.19 0.025
H 3.252 0.862 -2.245 0.55 0.22 -0.24 -0.003
O 5.170 -2.523 -0.869 0.84 0.12 -0.52 -0.048
H 5.802 -1.928 -0.466 0.26 0.09 -0.10 0.037
H 4.488 -2.634 -0.206 -0.63 -0.19 0.39 -0.029
O -3.587 -1.313 -3.200 -0.16 0.04 0.01 -0.014
H -4.443 -1.463 -2.798 -0.18 -0.16 0.12 0.054
H -3.788 -0.945 -4.061 0.05 0.16 -0.35 0.072
O 3.037 -2.760 0.632 -0.20 -0.09 0.07 -0.005
H 2.948 -3.330 1.395 0.01 -0.31 0.26 0.075
H 2.642 -1.931 0.903 -0.21 0.34 0.04 0.052
O 1.803 5.884 -1.620 0.75 0.45 0.56 -0.060
H 1.254 5.137 -1.860 -0.52 -0.61 -0.24 -0.025
H 1.364 6.640 -2.009 -0.04 0.18 -0.12 0.042
O 4.226 2.308 -2.181 0.19 -0.09 -0.21 -0.034
H 5.089 2.671 -2.376 0.27 -0.06 -0.26 0.084
H 3.980 2.708 -1.347 -0.01 0.35 0.52 -0.002
O -0.187 4.142 -2.338 0.46 1.03 0.04 -0.052
H -0.192 4.020 -3.287 -0.05 -0.07 -0.35 0.058
H -0.776 3.464 -2.006 -0.30 -0.85 0.15 -0.011
O -4.075 3.410 0.767 -0.01 0.14 0.59 -0.041
H -3.895 2.650 0.214 -0.32 -0.58 -0.73 -0.012
H -4.286 4.111 0.150 0.03 0.32 -0.03 0.063
O 0.243 0.111 -0.452 -0.46 -0.15 -0.60 -0.055
H 0.859 0.605 0.087 0.82 0.82 0.29 -0.008
H 0.010 -0.648 0.083 -0.22 -0.91 0.42 0.002
O 0.290 0.043 -4.369 0.42 0.80 -0.72 -0.040
H 0.149 -0.502 -3.595 -0.15 -0.28 0.46 -0.008
H -0.485 -0.103 -4.910 -0.10 -0.15 -0.12 0.026
O 0.682 -0.808 3.111 0.71 0.46 0.46 -0.039
H -0.045 -0.360 3.545 -0.08 0.07 0.21 -0.004
H 0.374 -0.954 2.216 -0.04 -0.46 -0.52 0.003
O -0.743 -3.406 -4.364 -0.10 -0.46 -0.30 -0.037
H -1.002 -2.913 -5.143 0.10 0.04 -0.25 0.038
H -1.121 -2.916 -3.633 -0.04 0.14 0.28 -0.014
O -4.581 -0.653 2.842 -0.53 -0.17 0.21 -0.035
H -5.060 0.143 2.610 -0.30 0.16 0.00 0.055
H -3.659 -0.411 2.761 0.83 0.00 -0.20 0.002
O 1.771 -2.980 4.666 0.09 -0.67 0.04 -0.045
H 1.326 -2.539 5.390 -0.11 0.13 0.18 0.037
H 1.813 -2.321 3.973 -0.15 0.38 -0.21 -0.014
O 3.825 3.790 0.020 -0.03 0.02 0.20 -0.030
H 3.970 4.656 -0.362 -0.30 0.46 -0.36 0.072
H 4.093 3.883 0.934 0.23 -0.22 0.42 0.078
O -3.706 -3.298 2.247 -0.71 0.06 -0.32 -0.041
H -4.255 -2.690 2.741 -0.42 0.25 0.21 0.033
H -2.871 -3.302 2.715 0.91 -0.33 0.13 0.010
O -0.185 -5.143 -0.108 -0.29 -0.04 0.93 -0.062
H 0.466 -4.720 -0.668 0.56 0.16 -0.95 -0.026
H -0.564 -5.830 -0.658 -0.14 -0.06 -0.10 0.039
O -2.000 -0.567 1.620 0.09 0.01 0.96 -0.032
H -2.558 -0.887 0.912 -0.02 -0.42 -0.58 0.005
H -1.810 0.341 1.385 0.11 0.67 -0.28 0.004
```
Positions in Å, forces in eV/Å.

Results
M	666.56	g/mol
2S+1	1
LUMO energy	-0.7	eV
ΔE to the lowest compared entry with this formula, charge and spin	2.0769	eV

3.
ORCA calculation (the ωB97M-V functional and the def2-TZVPD basis) on a 2-piece molecular cluster, H7N3 overall at a distorted geometry.

The geometry in XYZ format:
```
10
Properties=species:S:1:pos:R:3:forces:R:3:lowdin_charge:R:1
N 1.356 0.690 -0.108 -0.56 4.28 0.65 -0.160
N 1.561 -0.633 0.027 0.58 -2.42 -0.56 -0.130
H 0.406 1.076 -0.366 1.14 -1.33 0.62 0.051
H 1.663 1.173 0.758 -0.25 -0.39 -1.08 0.073
H 1.534 -1.064 -0.885 0.25 -0.08 -0.06 0.061
H 0.915 -1.146 0.593 -0.81 -0.01 0.45 0.039
N -1.589 -0.034 -0.010 -1.08 -0.71 -1.52 -0.020
H -2.118 -0.884 -0.310 0.68 0.97 0.31 0.030
H -1.826 0.096 0.970 -0.17 0.60 -0.40 0.015
H -1.902 0.726 -0.670 0.23 -0.92 1.59 0.043
```
Positions in Å, forces in eV/Å.

Results
M	49.08	g/mol
2S+1	1
SMILES	NN.N
LUMO energy	0.9	eV
ΔE to the lowest compared entry with this formula, charge and spin	0.1959	eV

4.
ORCA calculation (the ωB97M-V functional and the def2-TZVPD basis) on a 2-piece molecular cluster, H7N3O overall at a distorted geometry.

The geometry in XYZ format:
```
11
Properties=species:S:1:pos:R:3:forces:R:3:lowdin_charge:R:1
N -2.710 0.513 0.205 0.14 0.05 -0.29 -0.113
N -1.927 -0.561 -0.354 2.21 1.00 0.81 -0.119
H -2.408 0.664 1.164 -0.28 0.02 -0.07 0.047
H -2.485 1.384 -0.305 -0.12 -0.88 0.27 0.061
H -2.409 -1.446 -0.449 -0.14 0.33 0.57 0.047
H -1.013 -0.621 0.193 -1.77 -0.51 -1.33 0.077
N 2.393 0.685 -0.059 1.63 1.61 -1.97 -0.097
O 2.097 -0.690 0.130 -0.43 0.07 0.34 -0.171
H 3.431 0.709 -0.322 -1.83 -0.09 0.54 0.091
H 1.928 1.075 -0.951 0.51 -1.45 1.75 0.099
H 1.880 -0.698 1.080 0.08 -0.15 -0.64 0.079
```
Positions in Å, forces in eV/Å.

Results
M	65.08	g/mol
2S+1	1
SMILES	NN.NO
LUMO energy	0.9	eV
ΔE to the lowest compared entry with this formula, charge and spin	0.1607	eV